Entry 1:
{"formula": "C21H25N3O2", "method": "ωB97M-V/def2-TZVPD", "symbols": ["C", "N", "C", "C", "C", "N", "C", "O", "C", "C", "C", "C", "C", "N", "C", "C", "C", "C", "O", "C", "C", "C", "C", "C", "C", "C", "H", "H", "H", "H", "H", "H", "H", "H", "H", "H", "H", "H", "H", "H", "H", "H", "H", "H", "H", "H", "H", "H", "H", "H", "H"], "xyz": [[-0.61122, -2.46523, -2.93358], [-1.30346, -2.38620, -1.66759], [-1.50775, -3.65155, -1.00166], [-0.21600, -4.30027, -0.47621], [0.34268, -3.65423, 0.79637], [0.67412, -2.25800, 0.62687], [1.73300, -1.87236, -0.13008], [2.54460, -2.65784, -0.58151], [1.80315, -0.40035, -0.36675], [2.30456, 0.04854, -1.58198], [2.33275, 1.40463, -1.84846], [1.87656, 2.31641, -0.91621], [1.40232, 1.87987, 0.32185], [0.94786, 2.78728, 1.28498], [0.20500, 2.33708, 2.45051], [-0.42518, 3.61502, 3.00463], [0.56588, 4.69006, 2.58175], [1.19702, 4.13089, 1.31561], [1.82075, 4.77405, 0.50521], [1.37144, 0.51270, 0.58672], [-1.55723, -1.15994, -1.10694], [-2.21379, -1.00792, 0.12657], [-2.49116, 0.24243, 0.64530], [-2.12036, 1.39247, -0.02850], [-1.45432, 1.26395, -1.23534], [-1.17316, 0.02176, -1.76364], [0.42319, -2.11511, -2.85856], [-0.59867, -3.50113, -3.26542], [-1.13067, -1.87464, -3.69154], [-1.96360, -4.33783, -1.72646], [-2.21774, -3.53719, -0.18379], [0.55579, -4.25382, -1.24480], [-0.41858, -5.35093, -0.26226], [1.26144, -4.17919, 1.07259], [-0.37490, -3.73479, 1.61636], [-0.06894, -1.58989, 0.77302], [2.66419, -0.67289, -2.29989], [2.70961, 1.76081, -2.79554], [1.90328, 3.37015, -1.13445], [-0.54531, 1.60012, 2.15716], [0.88639, 1.88669, 3.18362], [-0.57180, 3.56583, 4.08164], [-1.39211, 3.78916, 2.53115], [0.11591, 5.66195, 2.39011], [1.35975, 4.82324, 3.32008], [1.04209, 0.14903, 1.54693], [-2.54132, -1.86706, 0.69204], [-3.01050, 0.31121, 1.59183], [-2.34964, 2.36768, 0.37276], [-1.14351, 2.14569, -1.77577], [-0.64240, -0.02033, -2.69873]], "forces_ev_per_angstrom": [[0.015, 0.163, -0.030], [-0.026, -0.046, -0.159], [0.141, -0.337, 0.158], [-0.167, 0.261, 0.194], [0.202, -0.296, -0.262], [-0.075, 0.074, 0.247], [-0.264, 0.113, 0.298], [0.165, -0.196, -0.221], [0.214, 0.296, -0.188], [0.020, -0.175, 0.086], [-0.046, -0.124, 0.046], [0.012, 0.196, -0.024], [0.234, -0.174, -0.324], [-0.283, -0.218, 0.064], [-0.146, -0.164, 0.284], [0.117, -0.020, 0.018], [-0.097, 0.023, -0.026], [-0.066, 0.479, 0.264], [0.166, 0.154, -0.192], [0.041, 0.024, 0.001], [-0.217, 0.153, -0.021], [-0.058, -0.248, 0.073], [0.029, 0.150, 0.006], [-0.087, 0.127, 0.060], [-0.097, 0.032, 0.051], [0.016, -0.063, -0.159], [0.041, -0.007, -0.083], [0.017, 0.001, 0.009], [0.051, -0.006, -0.049], [-0.037, 0.077, 0.114], [-0.049, -0.040, -0.081], [0.018, -0.099, -0.042], [0.017, -0.075, -0.033], [-0.150, 0.013, 0.093], [0.056, -0.014, 0.002], [0.139, 0.023, -0.048], [0.035, -0.083, -0.051], [0.027, 0.044, -0.079], [-0.003, 0.026, 0.018], [0.122, 0.014, 0.053], [-0.072, -0.050, -0.040], [-0.047, -0.034, -0.010], [-0.014, -0.026, -0.006], [0.092, -0.001, -0.042], [0.035, 0.016, -0.011], [-0.076, -0.007, 0.096], [-0.008, -0.075, 0.000], [-0.044, -0.007, 0.056], [-0.017, 0.111, 0.050], [0.045, 0.069, -0.063], [0.078, -0.055, -0.099]], "nbo_charge": [-0.411, -0.451, -0.203, -0.427, -0.219, -0.631, 0.660, -0.627, -0.123, -0.192, -0.199, -0.239, 0.244, -0.456, -0.212, -0.404, -0.498, 0.692, -0.600, -0.257, 0.283, -0.340, -0.192, -0.291, -0.161, -0.313, 0.199, 0.210, 0.202, 0.198, 0.199, 0.224, 0.211, 0.224, 0.193, 0.415, 0.229, 0.216, 0.255, 0.220, 0.187, 0.219, 0.207, 0.237, 0.229, 0.220, 0.209, 0.211, 0.211, 0.218, 0.222], "e_tot_ev": -30749.58078, "de_lowest_ev": 0.732}

***

Entry 2:
{"formula": "C21H25N3O2", "method": "ωB97M-V/def2-TZVPD", "symbols": ["C", "C", "C", "N", "C", "C", "C", "C", "C", "C", "C", "C", "O", "C", "N", "N", "C", "C", "C", "C", "C", "C", "C", "O", "C", "C", "H", "H", "H", "H", "H", "H", "H", "H", "H", "H", "H", "H", "H", "H", "H", "H", "H", "H", "H", "H", "H", "H", "H", "H", "H"], "xyz": [[1.89908, 3.88548, -0.50522], [1.02910, 3.69487, 0.66360], [1.95752, 2.93113, 1.71134], [2.05974, 1.68625, 1.52114], [3.46046, 1.02905, 1.17360], [4.02780, 0.45696, 2.52745], [4.13585, 1.37427, 3.50344], [0.99015, 0.90273, 1.54411], [1.25027, -0.74380, 1.14932], [0.21161, -1.61604, 1.19060], [-1.13391, -1.19322, 1.55079], [-2.18673, -2.25357, 1.57134], [-1.69320, -3.55383, 1.75026], [-3.00785, -1.85893, 0.32415], [-4.18633, -1.46168, -0.03392], [-4.40791, -1.41725, -1.22752], [-3.37762, -2.08204, -1.78467], [-3.14377, -1.99239, -3.14049], [-1.74330, -2.55909, -3.67224], [-1.68435, -2.52120, -4.87271], [-2.71259, -2.34154, -5.83493], [-3.95497, -1.75172, -5.36556], [-3.99245, -2.01672, -4.01646], [-2.38084, -2.35416, -0.80827], [-1.37617, 0.05783, 2.22311], [-0.19711, 0.95394, 2.12537], [1.49582, 4.28714, -1.21861], [2.96707, 4.39051, -0.13103], [2.17876, 2.77911, -0.86610], [0.79075, 4.63123, 1.10285], [0.16877, 3.25801, 0.44832], [1.17168, 3.09250, 2.67649], [2.72167, 3.46492, 1.91123], [3.18173, 0.75185, 0.35898], [3.93539, 2.06744, 1.03799], [5.12285, 0.01148, 2.07722], [3.39301, -0.52190, 2.45684], [3.21301, 1.78651, 4.15810], [4.83035, 0.76742, 4.39175], [4.93692, 2.24112, 3.28545], [1.99187, -1.08761, 0.92121], [0.33346, -2.51945, 0.79090], [-2.93239, -1.84924, 2.29041], [-2.60275, -4.11128, 1.80410], [-1.10566, -2.69822, -3.01935], [-0.67524, -2.85185, -5.37081], [-2.53307, -2.55236, -6.89939], [-4.58542, -1.55556, -6.31976], [-5.08896, -1.46637, -3.75975], [-2.37333, 0.40115, 2.43854], [-0.37875, 2.02809, 2.16678]], "forces_ev_per_angstrom": [[7.646, -5.934, 6.550], [5.091, 1.628, 1.892], [-11.269, 5.406, 2.522], [2.964, -7.652, -1.844], [0.962, 9.212, 11.030], [0.410, -7.691, -10.492], [3.287, 4.192, 9.404], [2.131, -9.807, -0.980], [-15.298, 9.787, 5.239], [-1.679, 5.367, 0.991], [1.080, 1.059, 3.146], [-2.437, 3.405, -0.136], [-4.268, -1.336, -0.298], [1.221, -3.715, -2.055], [0.127, 1.782, 11.224], [0.994, -2.424, -7.598], [0.152, 2.351, 3.213], [11.257, -5.108, 3.314], [-10.192, 4.224, 6.655], [4.224, -2.456, -13.359], [-2.270, 2.455, 0.134], [5.123, -4.022, -5.858], [-13.967, 6.432, -4.962], [-2.503, 0.998, -2.431], [4.097, -2.020, -3.680], [-4.129, 3.135, 0.360], [-3.946, 4.876, -7.917], [-2.812, -1.045, -1.392], [-0.258, 2.266, 0.506], [-0.264, 1.072, 0.519], [-3.715, -2.474, -0.850], [2.150, -0.183, -1.144], [5.630, 3.407, 1.158], [-1.654, -5.235, -9.599], [0.339, -1.785, -0.372], [-2.554, 1.188, 1.706], [1.058, 1.583, 1.946], [1.908, -0.955, -2.088], [-2.043, 1.781, -1.971], [-2.199, -1.605, 0.144], [15.114, -6.078, -4.672], [0.519, -3.799, -1.140], [0.501, -1.089, 0.701], [3.394, 1.442, -0.136], [6.465, -1.485, 5.944], [-1.685, 0.531, 0.857], [0.127, 0.373, 0.580], [-0.104, -0.076, 2.889], [2.285, -2.169, 0.647], [0.035, 0.133, 0.450], [-1.043, 0.055, 1.253]], "nbo_charge": [-0.518, -0.418, -0.141, -0.458, -0.149, -0.449, -0.657, 0.240, -0.161, -0.162, -0.080, 0.032, -0.668, 0.426, -0.294, -0.231, 0.427, -0.127, -0.132, -0.238, -0.162, -0.208, -0.181, -0.418, -0.171, -0.342, 0.171, 0.175, 0.175, 0.191, 0.200, 0.128, 0.195, 0.185, 0.177, 0.208, 0.252, 0.254, 0.226, 0.231, 0.116, 0.200, 0.188, 0.483, 0.193, 0.197, 0.209, 0.251, 0.210, 0.226, 0.199], "e_tot_ev": -30728.30997, "de_lowest_ev": 22.003}

***

Entry 3:
{"formula": "C21H25N3O2Tl", "method": "ωB97M-V/def2-TZVPD", "symbols": ["Tl", "C", "N", "C", "C", "C", "N", "C", "C", "C", "C", "C", "C", "C", "O", "C", "C", "C", "N", "C", "C", "C", "C", "C", "C", "C", "O", "H", "H", "H", "H", "H", "H", "H", "H", "H", "H", "H", "H", "H", "H", "H", "H", "H", "H", "H", "H", "H", "H", "H", "H", "H"], "xyz": [[-1.87882, -0.93762, 0.27517], [3.14314, -0.47126, 0.59128], [2.19980, -0.12732, -0.45514], [2.34318, -0.94759, -1.64837], [2.31393, -2.47265, -1.45569], [1.01895, -3.13948, -0.98863], [0.56214, -2.67442, 0.29231], [0.41175, -3.54037, 1.22033], [-0.10126, -3.33023, 2.56038], [-0.21492, -4.47568, 3.36686], [-0.64074, -4.43195, 4.67325], [-0.95155, -3.17789, 5.22486], [-0.87320, -2.04097, 4.46601], [-0.48559, -2.04864, 3.08496], [-0.50891, -0.97852, 2.41218], [2.28815, 1.29467, -0.79503], [1.85353, 2.20428, 0.36388], [0.92327, 3.33468, -0.09380], [-0.30332, 2.80941, -0.65937], [-0.93846, 3.59956, -1.44275], [-2.21647, 3.40615, -2.09769], [-2.53328, 4.31891, -3.12032], [-3.74361, 4.32952, -3.77186], [-4.71872, 3.40203, -3.36763], [-4.45618, 2.50065, -2.37399], [-3.18762, 2.42094, -1.69106], [-2.99600, 1.54994, -0.81003], [4.18625, -0.45943, 0.22185], [2.90717, -1.45433, 0.99394], [3.05198, 0.23654, 1.41216], [3.31005, -0.72095, -2.14182], [1.54371, -0.65175, -2.33565], [3.10508, -2.75775, -0.75889], [2.56875, -2.91212, -2.42428], [1.19601, -4.22986, -0.98845], [0.22368, -2.93081, -1.71839], [0.73608, -4.58136, 1.03197], [0.05193, -5.43243, 2.92496], [-0.73292, -5.33825, 5.25785], [-1.26755, -3.11117, 6.26060], [-1.13614, -1.07428, 4.87968], [1.61813, 1.47237, -1.64055], [3.31326, 1.55240, -1.12448], [2.71585, 2.63328, 0.88042], [1.29821, 1.59180, 1.07842], [1.43830, 3.99412, -0.81349], [0.66846, 3.93823, 0.78460], [-0.48497, 4.58449, -1.66296], [-1.77392, 5.04152, -3.40969], [-3.94436, 5.04732, -4.55748], [-5.69374, 3.40305, -3.84490], [-5.20854, 1.78320, -2.06550]], "forces_ev_per_angstrom": [[0.507, 0.506, 0.169], [-0.201, -0.076, -0.187], [-0.008, 0.148, 0.010], [-0.050, -0.111, 0.156], [0.000, 0.261, 0.175], [0.180, 0.121, -0.194], [-0.622, -0.100, 0.325], [0.306, 0.186, -0.232], [-0.047, -0.073, 0.078], [0.073, 0.001, -0.007], [0.000, -0.055, 0.044], [0.010, -0.066, -0.101], [-0.039, 0.088, 0.053], [-0.084, -0.490, 0.344], [-0.217, 0.600, -0.634], [-0.171, -0.160, 0.113], [-0.270, -0.009, -0.226], [0.199, -0.100, 0.076], [-0.476, 0.151, -0.291], [0.514, -0.323, 0.321], [-0.160, 0.178, -0.049], [0.086, -0.089, 0.147], [-0.090, 0.091, -0.121], [0.078, 0.040, -0.009], [-0.041, -0.079, 0.003], [-0.119, 0.185, -0.421], [0.252, -0.764, 0.623], [0.044, -0.005, 0.059], [0.060, -0.047, 0.018], [0.025, 0.027, -0.006], [-0.025, 0.025, -0.094], [0.061, -0.019, -0.052], [0.091, -0.053, -0.047], [0.064, -0.009, 0.004], [-0.096, 0.018, -0.021], [0.078, -0.026, -0.031], [-0.123, 0.010, -0.053], [0.010, 0.009, 0.007], [0.033, 0.019, 0.010], [-0.013, 0.014, -0.004], [0.018, -0.002, 0.004], [0.013, -0.051, 0.023], [0.006, 0.000, -0.049], [0.005, -0.014, 0.017], [-0.001, 0.022, 0.008], [0.033, 0.016, 0.085], [0.073, 0.046, 0.003], [0.031, -0.032, -0.118], [0.005, 0.021, 0.064], [-0.007, -0.019, -0.001], [-0.005, -0.005, -0.015], [0.008, -0.004, 0.026]], "nbo_charge": [0.909, -0.421, -0.420, -0.206, -0.404, -0.227, -0.483, 0.136, -0.275, -0.143, -0.331, -0.200, -0.273, 0.412, -0.816, -0.219, -0.419, -0.232, -0.452, 0.137, -0.269, -0.145, -0.349, -0.193, -0.324, 0.437, -0.776, 0.144, 0.209, 0.209, 0.148, 0.197, 0.198, 0.203, 0.157, 0.183, 0.127, 0.189, 0.197, 0.195, 0.201, 0.210, 0.144, 0.189, 0.232, 0.153, 0.186, 0.114, 0.185, 0.190, 0.188, 0.197], "e_tot_ev": -35442.27157, "charge": -1}

***

Entry 4:
{"formula": "C21H25N3O3S", "method": "ωB97M-V/def2-TZVPD", "symbols": ["C", "C", "C", "O", "N", "C", "C", "C", "C", "C", "S", "O", "O", "N", "C", "C", "N", "C", "C", "C", "C", "C", "C", "C", "C", "C", "C", "C", "H", "H", "H", "H", "H", "H", "H", "H", "H", "H", "H", "H", "H", "H", "H", "H", "H", "H", "H", "H", "H", "H", "H", "H", "H"], "xyz": [[-7.97536, -0.59310, -0.42496], [-7.04615, -1.31508, 0.55343], [-5.63931, -1.34990, -0.01356], [-5.26744, -2.26189, -0.72077], [-4.83559, -0.28262, 0.28270], [-5.19072, 0.80813, 1.19092], [-4.00584, 1.78903, 1.16638], [-3.00224, 1.09582, 0.29546], [-1.72911, 1.48694, -0.04702], [-1.00274, 0.66875, -0.89903], [0.65590, 1.17529, -1.31714], [0.67400, 2.58672, -1.56920], [1.17051, 0.29897, -2.33454], [1.40050, 0.93361, 0.17586], [2.50737, 1.82079, 0.46830], [3.77770, 1.35479, -0.24105], [4.08227, -0.00441, 0.16395], [5.40526, -0.43846, 0.12450], [6.39365, 0.32030, 0.76056], [7.70517, -0.10617, 0.79388], [8.07121, -1.30567, 0.20507], [7.10247, -2.06904, -0.42065], [5.78718, -1.64446, -0.46656], [3.01690, -0.90989, -0.21389], [1.71574, -0.44960, 0.45635], [-1.52771, -0.50629, -1.39917], [-2.80960, -0.91059, -1.05370], [-3.54048, -0.09869, -0.19871], [-8.99608, -0.60631, -0.05057], [-7.95322, -1.09269, -1.39016], [-7.67451, 0.44223, -0.57034], [-7.37455, -2.35120, 0.64845], [-7.08167, -0.84610, 1.53552], [-6.11366, 1.29001, 0.86219], [-5.34632, 0.41004, 2.19881], [-3.60938, 1.97264, 2.16524], [-4.28748, 2.75216, 0.73780], [-1.28769, 2.40288, 0.30982], [2.65604, 1.82772, 1.55262], [2.21920, 2.81451, 0.12606], [3.59663, 1.39980, -1.32807], [4.60915, 2.01499, 0.00056], [6.12611, 1.24508, 1.24972], [8.44811, 0.49915, 1.29327], [9.09736, -1.63914, 0.23482], [7.37206, -3.00396, -0.89084], [5.06181, -2.25106, -0.98561], [2.86240, -0.93169, -1.30252], [3.25217, -1.91316, 0.14459], [1.80501, -0.55311, 1.54283], [0.87908, -1.05646, 0.10674], [-0.92388, -1.09527, -2.07131], [-3.23025, -1.82430, -1.43704]], "forces_ev_per_angstrom": [[0.036, -0.049, 0.107], [0.003, -0.071, -0.159], [-0.322, -0.081, 0.314], [0.016, -0.196, -0.200], [0.054, 0.068, -0.067], [-0.377, 0.194, 0.423], [0.018, 0.077, -0.024], [0.094, -0.141, -0.102], [-0.239, -0.047, 0.046], [0.598, 0.048, -0.243], [-0.386, -0.133, 0.457], [-0.030, 0.142, 0.215], [-0.153, -0.175, 0.135], [-0.548, 0.319, -0.793], [0.412, 0.489, -0.266], [-0.103, 0.260, 0.145], [-0.278, 0.006, 0.150], [0.322, -0.159, 0.065], [-0.007, 0.069, -0.061], [0.021, 0.054, -0.027], [0.100, -0.119, -0.039], [0.178, -0.015, 0.039], [-0.235, 0.093, -0.055], [-0.161, -0.099, 0.090], [0.116, -0.608, -0.102], [0.159, 0.085, -0.066], [-0.110, -0.139, -0.041], [0.566, 0.084, -0.216], [-0.079, 0.041, -0.020], [-0.019, -0.014, -0.085], [-0.017, 0.113, -0.040], [0.136, 0.062, 0.058], [0.001, -0.013, 0.031], [0.039, -0.050, 0.091], [-0.036, 0.090, -0.104], [-0.062, 0.018, -0.003], [-0.032, -0.008, 0.050], [-0.009, 0.174, 0.130], [-0.022, -0.013, -0.074], [0.157, 0.039, 0.153], [0.135, 0.054, 0.042], [-0.057, -0.021, -0.040], [-0.047, 0.056, 0.068], [0.042, 0.047, 0.046], [0.081, -0.033, 0.005], [0.012, -0.066, -0.034], [-0.093, -0.034, -0.036], [0.101, -0.122, 0.114], [-0.025, 0.033, -0.043], [-0.038, -0.022, -0.091], [0.042, -0.168, 0.138], [0.027, -0.123, -0.080], [0.020, 0.006, -0.003]], "nbo_charge": [-0.595, -0.493, 0.697, -0.604, -0.434, -0.202, -0.447, 0.034, -0.194, -0.347, 2.315, -0.943, -0.948, -0.671, -0.237, -0.233, -0.472, 0.268, -0.276, -0.190, -0.250, -0.186, -0.300, -0.246, -0.232, -0.179, -0.231, 0.163, 0.216, 0.222, 0.199, 0.237, 0.209, 0.205, 0.201, 0.227, 0.225, 0.237, 0.203, 0.239, 0.188, 0.216, 0.208, 0.211, 0.211, 0.211, 0.214, 0.207, 0.214, 0.208, 0.218, 0.244, 0.264], "e_tot_ev": -43631.07334, "de_lowest_ev": 2.226}